Entry 1:
One molecule with the formula C21H22FN3OS at a distorted geometry, computed with wB97M-V/def2-TZVPD.

```
! wB97M-V def2-TZVPD RIJCOSX def2/J DEFGRID3
* xyz 0 1
O -3.7562 -1.3413 -1.3883
C -3.1778 -1.2282 -0.3212
C -3.8073 -0.4927 0.8471
C -4.4247 0.8374 0.3881
C -3.5870 1.5891 -0.6495
C -2.1651 1.8149 -0.2930
N -1.5777 1.5072 0.7972
C -0.2454 1.8246 0.7899
C 0.6583 1.5794 1.8188
C 1.9772 1.9420 1.6461
C 2.4065 2.5527 0.4708
C 1.5266 2.8063 -0.5629
C 0.2045 2.4316 -0.4014
S -1.1215 2.5778 -1.5145
N -1.9442 -1.7620 -0.1360
C -1.2182 -2.2556 -1.2864
C 0.0224 -1.3947 -1.4937
N 0.8663 -1.4342 -0.3114
C 2.1769 -1.0320 -0.3485
C 3.1103 -1.4469 0.6143
C 4.4228 -1.0195 0.6004
C 4.8839 -0.1716 -0.3898
C 3.9987 0.2426 -1.3681
C 2.6857 -0.1744 -1.3372
F 1.8825 0.3113 -2.3243
C 0.2951 -2.0833 0.8423
C -1.1463 -1.6198 1.0667
H -4.5978 -1.1274 1.2540
H -3.0867 -0.2961 1.6327
H -4.5732 1.4667 1.2666
H -5.3967 0.6477 -0.0690
H -4.0499 2.5612 -0.8467
H -3.6110 1.0325 -1.5914
H 0.3157 1.1163 2.7314
H 2.6912 1.7502 2.4327
H 3.4448 2.8263 0.3640
H 1.8557 3.2698 -1.4793
H -1.8797 -2.1738 -2.1508
H -0.9514 -3.3077 -1.1475
H 0.5786 -1.7577 -2.3643
H -0.3021 -0.3673 -1.7007
H 2.8095 -2.1376 1.3850
H 5.0955 -1.3685 1.3697
H 5.9101 0.1582 -0.4063
H 4.3061 0.9035 -2.1637
H 0.3361 -3.1787 0.7484
H 0.8603 -1.7979 1.7305
H -1.1173 -0.5691 1.3689
H -1.5840 -2.2115 1.8801
*
```

Values from the calculation:
Energy above the lowest of the compared OMol25 structures with the same formula, charge and spin in kcal per mole: 0.00
SMILES: O=C(CCCc1nc2ccccc2s1)N1CCN(c2ccccc2F)CC1
Highest occupied orbital energy in eV: -7.7
Calculated total energy in eV: -42205.681
LUMO energy in eV: 0.7144
Molar mass in g/mol: 383.492

Entry 2:
One molecule with the formula C21H22FNO4, computed with wB97M-V/def2-TZVPD.

```
! wB97M-V def2-TZVPD RIJCOSX def2/J DEFGRID3
* xyz 0 1
C 6.0628 -3.4579 -0.9078
O 5.1079 -2.5474 -1.3940
C 4.6202 -1.6020 -0.5410
C 4.9571 -1.4814 0.7986
C 4.3926 -0.4807 1.5781
C 3.4774 0.4088 1.0397
O 2.8621 1.4155 1.7342
C 3.2858 1.6729 3.0499
C 3.1328 0.2888 -0.3156
C 2.2247 1.3003 -0.9539
O 2.6509 2.1348 -1.7301
N 0.9193 1.2104 -0.6249
C 0.3844 0.2241 0.2880
C -1.1084 0.0406 0.0360
C -1.8673 1.3451 0.3462
C -3.1848 1.3274 -0.4172
O -3.4457 2.1326 -1.2802
C -4.1303 0.2238 -0.0931
C -5.0245 -0.1625 -1.0930
C -5.9341 -1.1786 -0.8820
C -5.9533 -1.7997 0.3548
F -6.8350 -2.7910 0.5776
C -5.0948 -1.4260 1.3746
C -4.1814 -0.4149 1.1447
C -1.0151 2.5651 -0.0346
C -0.0094 2.2097 -1.1197
C 3.7093 -0.6966 -1.0893
H 6.3207 -4.0937 -1.7532
H 5.6556 -4.0776 -0.1016
H 6.9633 -2.9461 -0.5532
H 5.6642 -2.1522 1.2602
H 4.6858 -0.4137 2.6139
H 4.3576 1.8888 3.0926
H 3.0564 0.8364 3.7196
H 2.7303 2.5528 3.3715
H 0.5452 0.5401 1.3273
H 0.9085 -0.7244 0.1377
H -1.4843 -0.7778 0.6506
H -1.2582 -0.2361 -1.0094
H -2.0928 1.3880 1.4156
H -4.9862 0.3510 -2.0418
H -6.6231 -1.4897 -1.6510
H -5.1522 -1.9242 2.3296
H -3.5297 -0.1123 1.9492
H -1.6674 3.3592 -0.3998
H -0.4765 2.9339 0.8391
H 0.5809 3.0807 -1.4129
H -0.5314 1.8409 -2.0102
H 3.4640 -0.7756 -2.1363
*
```

Values from the calculation:
Energy above the lowest of the compared OMol25 structures with the same formula, charge and spin in kcal per mole: 4.09
SMILES: COc1ccc(OC)c(C(=O)N2CCC(C(=O)c3ccc(F)cc3)CC2)c1
Highest occupied orbital energy in eV: -8.1
Calculated total energy in eV: -34531.420
LUMO energy in eV: 0.3304
Molar mass in g/mol: 371.408

Entry 3:
C21H22GdN3O4SSe2 as an isolated structure at a distorted geometry, computed with wB97M-V/def2-TZVPD.

```
! wB97M-V def2-TZVPD RIJCOSX def2/J DEFGRID3
* xyz 0 8
Gd 1.8550 -0.2566 -0.2271
C -1.7770 -3.8935 -0.7889
C -2.6783 -2.6629 -1.0347
C -3.0398 -2.0541 0.3323
C -2.0355 -1.6525 -2.0254
C -2.9136 -0.7172 -2.5770
C -2.4179 0.3573 -3.3474
C -1.0423 0.5425 -3.4911
C -0.5880 1.7892 -4.2728
C -0.1752 -0.4510 -2.9483
C -0.6430 -1.4937 -2.1772
H -2.4221 -4.7465 -0.6061
H -1.1437 -3.7407 0.1249
H -1.1029 -4.0993 -1.6244
H -3.6148 -2.9955 -1.4872
H -2.1353 -1.9448 0.9730
H -3.7302 -2.7148 0.9029
H -3.5289 -1.0873 0.1685
H -3.9479 -0.8893 -2.4088
H -3.1042 0.9988 -3.8796
H -1.3533 1.9577 -5.0161
H 0.4487 1.6317 -4.6965
H -0.5037 2.6650 -3.5891
H 0.8802 -0.3752 -3.1483
H 0.0636 -2.2737 -1.8222
S 2.0480 -2.9600 0.8740
C 2.4562 -1.9524 2.2276
C 3.1533 -2.5210 3.3526
C 3.3983 -1.7319 4.4662
C 3.0140 -0.4068 4.4823
C 2.4147 0.1173 3.3698
N 2.1747 -0.6262 2.2444
H 3.3635 -3.5910 3.3422
H 3.9778 -2.1580 5.3076
H 3.1374 0.2604 5.3523
H 2.0521 1.1545 3.3562
Se 2.0126 3.2093 -0.6180
N 0.9453 1.9221 0.2291
C 0.0530 2.4554 1.0279
C -1.1314 1.8691 1.5918
C -2.0198 2.6765 2.3069
C -1.8240 4.0662 2.4601
C -0.6774 4.7034 2.0143
C 0.2372 3.9153 1.1848
N 1.2145 4.4369 0.4579
H -1.3861 0.8506 1.3135
H -2.8934 2.2975 2.7240
H -2.5526 4.6717 2.9331
H -0.4951 5.7616 2.0573
O 4.0557 0.1265 -0.3637
Se 3.7374 -0.1003 -2.0617
O 2.4286 1.1208 -2.0525
O 2.7664 -1.4998 -1.8831
O 4.9890 0.0391 -3.0305
*
```

Values from the calculation:
Energy above the lowest of the compared OMol25 structures with the same formula, charge and spin in kcal per mole: 21.85
Highest occupied orbital energy (alpha / beta) in eV: -8.2 / -8.1
Calculated total energy in eV: -197154.318
LUMO energy (alpha / beta) in eV: -1.7337 / -2.7337
Molar mass in g/mol: 727.661